(1)
{"formula": "C6H7Cl2P", "method": "the ωB97M-V functional and the def2-TZVPD basis", "elements": ["C", "C", "C", "C", "C", "C", "P", "Cl", "Cl", "H", "H", "H", "H", "H", "H", "H"], "coordinates": [[-0.426, -0.748, -0.512], [0.153, 0.756, 1.386], [-1.173, 0.108, -1.267], [0.673, -0.212, 0.328], [-0.899, 1.483, -1.471], [1.416, -1.306, 1.072], [-0.803, 2.086, 1.046], [-2.570, -0.431, -2.137], [-2.129, 2.544, -2.112], [-0.642, -1.868, -0.516], [0.231, 0.377, 2.480], [1.276, 0.287, -0.329], [0.113, 1.871, -1.652], [2.030, -2.032, 0.429], [0.660, -2.013, 1.476], [2.092, -0.901, 1.778]], "atomic_forces_ev_per_a": [[-1.3278, -0.7910, -0.9309], [-1.5789, 0.6716, 1.2470], [0.5128, -1.6951, -0.0452], [-1.1558, -1.8727, 1.6035], [0.5955, 2.3346, 2.8977], [0.0216, -2.6263, -1.8820], [0.7856, -1.2259, -1.4523], [-0.2854, -0.8057, 0.0101], [0.3850, -0.0536, -0.1164], [0.1488, 1.7634, 0.0829], [0.1618, 0.8587, -1.8783], [2.0447, 1.6503, -1.3866], [-0.4825, -0.4693, -0.0558], [-0.7329, 1.3351, 0.3973], [0.4655, 0.6772, 0.4914], [0.4420, 0.2487, 1.0175]], "nbo_charge": [-0.183, -0.649, -0.122, -0.341, -0.343, -0.593, 0.610, 0.013, 0.014, 0.234, 0.252, 0.223, 0.241, 0.216, 0.211, 0.215], "homo_lumo_gap_ev": [7.41, 7.41], "e_homo_ev": [-8.08, -8.08], "mol_weight_g_mol": 181.00, "charge": 0, "e_above_lowest_kcal_mol": 43.7}

***

(2)
{"formula": "C6H7ClNO", "method": "the ωB97M-V functional and the def2-TZVPD basis", "elements": ["C", "C", "C", "C", "C", "C", "N", "O", "Cl", "H", "H", "H", "H", "H", "H", "H"], "coordinates": [[2.390, 0.315, -0.136], [-0.566, -0.218, 0.754], [2.371, -1.014, 0.207], [3.538, -1.664, -0.225], [0.014, -1.374, 0.635], [-1.894, 1.708, -0.134], [-1.263, 0.825, 0.912], [1.240, -1.750, 0.439], [3.578, 1.432, 0.090], [3.579, -2.609, -0.811], [4.516, -1.355, -0.008], [-0.657, -2.227, 0.700], [-0.871, 2.223, -0.429], [-2.374, 1.095, -0.915], [-2.631, 2.283, 0.350], [-1.505, 1.106, 1.852]], "atomic_forces_ev_per_a": [[-1.5879, -0.0492, 0.3425], [-0.2406, 1.5719, -0.1442], [3.0613, -0.2259, -0.6174], [-2.4690, -1.2196, 0.0220], [-1.0599, 0.1266, -0.0982], [3.6741, -0.9371, -0.8666], [-0.7383, -1.2322, 0.0472], [1.1378, -1.3306, -0.3978], [0.4797, 0.0226, 0.0710], [-0.7038, 0.6374, 0.5319], [0.9054, 1.3737, 0.2180], [-0.1193, 0.0244, 0.0271], [-2.8312, -0.1971, -0.2800], [0.6274, 0.3179, 0.2083], [-0.4778, 1.0474, 0.4926], [0.3421, 0.0698, 0.4436]], "nbo_charge": [-0.155, 0.347, 0.105, -0.214, 0.132, -0.414, -0.429, -0.426, 0.159, 0.230, 0.226, 0.268, 0.257, 0.246, 0.235, 0.432], "homo_lumo_gap_ev": [7.37, 7.37], "e_homo_ev": [-12.11, -12.11], "mol_weight_g_mol": 144.58, "charge": 1, "e_above_lowest_kcal_mol": 132.6}

***

(3)
{"formula": "C6H7ClNP", "method": "the ωB97M-V functional and the def2-TZVPD basis", "elements": ["C", "C", "C", "C", "C", "C", "N", "P", "Cl", "H", "H", "H", "H", "H", "H", "H"], "coordinates": [[2.774, -0.550, -0.384], [2.505, -0.040, -1.657], [1.738, -0.787, 0.482], [1.203, 0.295, -1.999], [0.507, -0.367, 0.032], [-3.065, 0.944, 1.487], [0.227, 0.139, -1.087], [-2.458, -0.725, 2.077], [-3.911, -1.853, 1.276], [3.823, -0.800, -0.294], [3.281, 0.212, -2.450], [1.663, -1.158, 1.452], [1.081, 0.634, -3.077], [-2.587, 1.777, 1.931], [-4.096, 1.065, 1.650], [-2.684, 1.215, 0.559]], "atomic_forces_ev_per_a": [[1.0813, -0.2465, -1.2811], [0.0510, 0.9930, -1.2076], [-0.6976, 0.6340, -0.4131], [0.9554, -0.0177, -1.0798], [-0.5232, 0.1006, 0.0739], [1.0503, -1.0175, 1.2380], [-0.6741, 0.5220, -1.6008], [0.6123, 1.3207, 0.1449], [-0.5930, -0.4994, -0.3993], [-0.0333, -0.1892, 0.9922], [-0.7838, -0.7202, 1.4331], [1.1339, -0.8663, 1.4682], [-0.7288, -0.2053, 1.7181], [0.6767, 0.6052, 1.8768], [-1.3987, 0.0378, -0.2898], [-0.1285, -0.4514, -2.6737]], "nbo_charge": [-0.168, -0.267, -0.340, 0.030, 0.308, -0.987, -0.458, 0.572, -0.298, 0.226, 0.225, 0.236, 0.204, 0.239, 0.233, 0.246], "homo_lumo_gap_ev": [7.86, 7.91], "e_homo_ev": [-8.38, -7.81], "mol_weight_g_mol": 159.56, "charge": 0}

***

(4)
{"formula": "C6H7ClO3", "method": "the ωB97M-V functional and the def2-TZVPD basis", "elements": ["C", "C", "C", "C", "C", "C", "O", "O", "O", "Cl", "H", "H", "H", "H", "H", "H", "H"], "coordinates": [[-1.209, 0.063, -1.450], [-0.771, -1.262, 1.708], [-0.012, 0.006, -1.967], [0.889, 0.049, 3.232], [-0.486, -0.293, 2.686], [0.295, 0.634, -3.438], [1.085, -0.351, -1.326], [0.085, -0.768, 3.963], [-0.965, -1.204, 0.501], [-2.745, 0.436, -1.782], [1.871, -0.396, 2.759], [0.972, 1.020, 3.671], [-1.122, 0.531, 2.893], [0.389, -0.201, -4.228], [1.332, 0.881, -3.288], [-0.464, 1.490, -3.458], [0.857, -0.636, -0.477]], "atomic_forces_ev_per_a": [[1.1792, -0.2590, 0.7314], [-0.3439, -1.1963, -4.0498], [-1.3031, 1.7542, -3.4306], [1.9464, -1.0224, -1.9511], [2.1176, 1.3860, 2.7429], [-0.7094, -1.8926, 2.1412], [2.1408, 0.0288, -1.3022], [-1.2280, -1.0744, -0.0979], [0.3641, -0.6095, 3.5747], [-1.3795, 0.4048, -0.6211], [-2.0804, 0.8131, 0.9307], [0.3850, 0.7626, -0.1649], [-1.1247, 0.4062, -0.3852], [-1.0965, 1.5291, 0.9540], [0.2787, 1.0872, -0.2043], [1.4162, -1.2883, -1.0367], [-0.5624, -0.8297, 2.1687]], "nbo_charge": [-0.152, 0.530, 0.215, -0.041, -0.163, -0.667, -0.669, -0.465, -0.475, 0.092, 0.192, 0.189, 0.238, 0.232, 0.225, 0.237, 0.484], "homo_lumo_gap_ev": [8.14, 7.21], "e_homo_ev": [-8.15, -7.73], "mol_weight_g_mol": 162.57, "charge": 0, "e_above_lowest_kcal_mol": 104.3}

***

(5)
{"formula": "C6H7CrLiO6", "method": "the ωB97M-V functional and the def2-TZVPD basis", "elements": ["Cr", "O", "O", "C", "C", "O", "C", "H", "H", "H", "H", "Li", "O", "O", "C", "C", "O", "C", "H", "H", "H"], "coordinates": [[-3.626, 0.188, -0.155], [-2.021, -0.635, 0.422], [0.141, 0.344, -1.089], [-0.305, 1.199, -2.133], [-1.315, 2.144, -1.504], [-1.982, 1.346, -0.501], [-1.239, 0.259, -0.027], [0.545, 1.758, -2.544], [-0.794, 0.579, -2.898], [-2.067, 2.506, -2.210], [-0.843, 2.977, -0.971], [2.791, -4.514, 2.010], [3.022, -3.023, 0.636], [1.501, -1.387, 0.541], [0.894, -0.463, 1.279], [0.075, 0.594, 0.652], [1.363, -3.052, 2.109], [1.949, -2.635, 1.105], [1.488, -0.504, 2.210], [0.644, 0.743, 1.988], [-0.221, 1.575, 1.080]], "atomic_forces_ev_per_a": [[-0.2014, -0.2210, 0.0332], [-1.0272, -0.9642, -0.9423], [-2.5931, -1.0203, -3.0027], [-0.0158, -0.2131, -0.3694], [0.6166, 0.9063, -0.5674], [-0.9045, -0.6266, 0.2000], [4.7074, 1.1260, 0.5029], [-0.2288, -0.2001, -0.0135], [0.3028, 0.2311, -0.0648], [0.1342, 0.0275, 0.2120], [-0.1569, -0.1430, -0.1821], [-0.0482, 0.4183, -0.1881], [-0.7964, -0.3410, -0.3624], [-2.2932, -1.5923, -1.4152], [1.5548, 2.9312, -1.5530], [1.3710, -1.6393, 5.4714], [-0.7111, -0.1562, -0.1152], [1.8346, 0.3823, 1.0903], [0.3541, 1.4206, 0.1842], [-3.3551, -0.6189, 0.4964], [1.4562, 0.2927, 0.5856]], "nbo_charge": [1.608, -0.687, -0.493, -0.119, -0.100, -0.608, 0.770, 0.258, 0.207, 0.239, 0.225, 0.973, -0.719, -0.440, 0.078, -0.451, -0.773, 0.931, 0.265, 0.495, 0.340], "homo_lumo_gap_ev": [4.95, 5.54], "e_homo_ev": [-14.92, -14.91], "mol_weight_g_mol": 234.05, "charge": 2, "s2": 6.02, "spin_multiplicity": 5, "e_above_lowest_kcal_mol": 184.7}

***

(6)
{"formula": "C6H7F", "method": "the ωB97M-V functional and the def2-TZVPD basis", "elements": ["F", "C", "C", "C", "C", "C", "C", "H", "H", "H", "H", "H", "H", "H"], "coordinates": [[1.232, -0.352, 2.791], [0.743, -0.731, 1.542], [1.049, 0.122, 0.414], [1.045, -0.186, -0.866], [-0.226, 0.311, -1.435], [-1.151, 0.174, -0.225], [-0.320, 0.466, 0.956], [0.621, -1.759, 1.455], [1.807, -0.587, -1.503], [-0.056, 1.354, -1.767], [-0.546, -0.264, -2.321], [-1.873, 0.972, -0.336], [-1.719, -0.723, -0.390], [-0.605, 1.205, 1.685]], "atomic_forces_ev_per_a": [[-0.2566, -0.5049, -0.5157], [-0.1523, 4.1088, 0.8580], [0.0895, -0.2630, 1.9859], [0.5922, 0.7335, -1.1494], [0.0332, 0.4547, -1.3433], [-1.7511, 1.5569, -1.9209], [2.1051, -3.1759, 0.3072], [-0.3536, -1.6245, -0.1033], [0.3555, -0.7323, 0.2676], [-0.4297, -0.2040, 0.0582], [0.0626, 0.2233, 0.3572], [-0.6359, 0.1933, 0.2158], [-0.1387, -0.8636, 0.8530], [0.4799, 0.0978, 0.1295]], "nbo_charge": [-0.358, 0.225, -0.094, -0.126, -0.439, -0.430, -0.280, 0.182, 0.218, 0.214, 0.213, 0.218, 0.213, 0.244], "homo_lumo_gap_ev": 9.13, "e_homo_ev": -8.49, "mol_weight_g_mol": 98.12, "charge": 0, "smiles": "F[C@@H]1C2=CCC[C@H]21", "e_above_lowest_kcal_mol": 66.0}

***

- Which formula does entry 3 have?
  C6H7ClNP

***

What did the fourth record say?
{"formula": "C6H7ClO3", "method": "the ωB97M-V functional and the def2-TZVPD basis", "elements": ["C", "C", "C", "C", "C", "C", "O", "O", "O", "Cl", "H", "H", "H", "H", "H", "H", "H"], "coordinates": [[-1.209, 0.063, -1.450], [-0.771, -1.262, 1.708], [-0.012, 0.006, -1.967], [0.889, 0.049, 3.232], [-0.486, -0.293, 2.686], [0.295, 0.634, -3.438], [1.085, -0.351, -1.326], [0.085, -0.768, 3.963], [-0.965, -1.204, 0.501], [-2.745, 0.436, -1.782], [1.871, -0.396, 2.759], [0.972, 1.020, 3.671], [-1.122, 0.531, 2.893], [0.389, -0.201, -4.228], [1.332, 0.881, -3.288], [-0.464, 1.490, -3.458], [0.857, -0.636, -0.477]], "atomic_forces_ev_per_a": [[1.1792, -0.2590, 0.7314], [-0.3439, -1.1963, -4.0498], [-1.3031, 1.7542, -3.4306], [1.9464, -1.0224, -1.9511], [2.1176, 1.3860, 2.7429], [-0.7094, -1.8926, 2.1412], [2.1408, 0.0288, -1.3022], [-1.2280, -1.0744, -0.0979], [0.3641, -0.6095, 3.5747], [-1.3795, 0.4048, -0.6211], [-2.0804, 0.8131, 0.9307], [0.3850, 0.7626, -0.1649], [-1.1247, 0.4062, -0.3852], [-1.0965, 1.5291, 0.9540], [0.2787, 1.0872, -0.2043], [1.4162, -1.2883, -1.0367], [-0.5624, -0.8297, 2.1687]], "nbo_charge": [-0.152, 0.530, 0.215, -0.041, -0.163, -0.667, -0.669, -0.465, -0.475, 0.092, 0.192, 0.189, 0.238, 0.232, 0.225, 0.237, 0.484], "homo_lumo_gap_ev": [8.14, 7.21], "e_homo_ev": [-8.15, -7.73], "mol_weight_g_mol": 162.57, "charge": 0, "e_above_lowest_kcal_mol": 104.3}